Density functional theory data (wB97M-V/def2-TZVPD) for the molecule C24H28N4O4.

Last column: Mulliken charge in e.
Atoms and positions in Å:
C1 6.681 2.304 -0.761  -0.74
O1 5.978 1.142 -1.148  -0.38
C2 4.760 0.968 -0.477  0.34
C3 4.004 -0.154 -1.219  -1.34
N1 2.689 -0.348 -0.669  0.24
C4 2.401 -1.377 0.147  0.57
O2 3.158 -2.300 0.376  -0.72
C5 1.008 -1.321 0.777  -0.67
C6 -0.113 -0.878 -0.191  -0.44
C7 -0.336 0.630 -0.077  0.59
O3 0.463 1.391 -0.611  -0.87
N2 -1.388 1.067 0.626  0.34
C8 -1.646 2.499 0.700  -1.27
C9 -2.924 2.847 -0.016  0.46
C10 -3.989 3.429 0.657  -0.34
C11 -5.163 3.726 -0.015  -0.64
C12 -5.284 3.433 -1.362  -0.40
C13 -4.227 2.848 -2.039  -0.71
C14 -3.052 2.557 -1.369  -0.09
C15 -2.326 0.220 1.347  0.07
C16 -1.929 0.076 2.823  -1.44
C17 -2.406 -1.122 0.714  0.37
N3 -3.410 -1.947 0.761  -0.84
C18 -2.992 -3.063 0.074  0.01
C19 -3.650 -4.258 -0.191  -0.79
C20 -2.969 -5.215 -0.913  -0.40
C21 -1.665 -5.007 -1.367  -0.76
C22 -0.991 -3.828 -1.117  -0.67
C23 -1.672 -2.863 -0.394  0.97
N4 -1.328 -1.602 0.035  0.34
O4 4.916 0.743 0.893  -0.40
C24 5.665 -0.414 1.245  -0.66
H1 6.880 2.308 0.315  0.31
H2 7.619 2.289 -1.311  0.28
H3 6.111 3.204 -1.020  0.29
H4 4.161 1.897 -0.518  0.46
H5 3.936 0.129 -2.271  0.34
H6 4.559 -1.090 -1.132  0.50
H7 2.041 0.434 -0.739  0.18
H8 1.066 -0.646 1.635  0.30
H9 0.784 -2.324 1.150  0.27
H10 0.216 -1.078 -1.221  0.70
H11 -0.795 2.996 0.227  0.45
H12 -1.698 2.802 1.749  0.41
H13 -3.899 3.658 1.709  0.37
H14 -5.984 4.183 0.517  0.38
H15 -6.201 3.661 -1.885  0.38
H16 -4.317 2.619 -3.090  0.39
H17 -2.223 2.107 -1.895  0.39
H18 -3.315 0.690 1.289  0.34
H19 -1.888 1.048 3.307  0.40
H20 -2.670 -0.537 3.328  0.44
H21 -0.958 -0.404 2.915  0.26
H22 -4.656 -4.418 0.163  0.44
H23 -3.452 -6.155 -1.135  0.38
H24 -1.172 -5.788 -1.925  0.40
H25 0.021 -3.673 -1.459  0.43
H26 5.060 -1.320 1.157  0.24
H27 6.556 -0.503 0.618  0.31
H28 5.958 -0.271 2.283  0.26

**Total charge**: 0
**Maximum force**: 0.73 eV/Å
**Gap between HOMO and LUMO**: 9.296 eV
**Structure (SMILES)**: COC(CNC(=O)C[C@@H]1C(=O)N(Cc2ccccc2)[C@H](C)c2nc3ccccc3n21)OC

Density functional theory data (wB97M-V/def2-TZVPD) for the molecule C6H4O in a non-equilibrium geometry.

Last column: Mulliken charge in e.
Atoms and positions in Å:
C1 1.007 0.140 0.509  -0.06
C2 1.716 -0.922 -0.538  -0.74
C3 1.282 0.207 -1.036  0.18
C4 0.271 1.046 -0.478  -0.20
C5 -0.682 0.252 0.295  -0.16
C6 -1.242 -1.075 -0.107  0.02
O1 -0.901 -1.694 -1.079  -0.42
H1 1.593 0.566 1.320  0.33
H2 0.325 2.122 -0.410  0.34
H3 -1.392 0.841 0.905  0.36
H4 -1.977 -1.483 0.619  0.35

**Total charge**: 0
**Maximum force**: 1.47 eV/Å
**Gap between HOMO and LUMO**: 9.113 eV

Density functional theory data (wB97M-V/def2-TZVPD) for a cluster of 2 separate species, C34H35N2O5S in total in a non-equilibrium geometry.

Last column: Mulliken charge in e.
Atoms and positions in Å:
C1 3.157 1.594 5.100  -0.86
O1 3.341 0.560 4.100  -0.40
C2 2.240 0.091 3.444  0.75
C3 2.456 -1.003 2.569  -0.70
C4 1.547 -1.285 1.576  -0.13
C5 0.352 -0.550 1.501  0.83
C6 -0.743 -0.900 0.595  -1.30
N1 -1.951 -0.504 0.884  -0.35
S1 -3.144 -1.566 1.434  1.39
C7 -3.484 -1.182 3.162  0.00
C8 -2.938 -1.975 4.177  -0.17
C9 -3.420 -1.866 5.481  -0.79
C10 -4.461 -0.985 5.780  0.92
C11 -5.108 -1.022 7.134  -1.34
C12 -4.895 -0.091 4.796  -0.75
C13 -4.417 -0.195 3.492  -0.44
O2 -4.342 -1.246 0.715  -0.73
O3 -2.596 -2.898 1.437  -0.68
C14 0.091 0.453 2.449  -0.56
C15 0.985 0.753 3.467  -0.49
H1 4.110 1.681 5.618  0.25
H2 2.889 2.557 4.639  0.31
H3 2.401 1.286 5.836  0.35
H4 3.403 -1.526 2.617  0.41
H5 1.719 -2.074 0.841  0.43
H6 -0.590 -1.735 -0.105  0.64
H7 -2.158 -2.688 3.939  0.44
H8 -3.024 -2.499 6.278  0.35
H9 -5.892 -0.264 7.210  0.35
H10 -5.564 -2.006 7.314  0.30
H11 -4.370 -0.849 7.926  0.32
H12 -5.651 0.654 5.056  0.28
H13 -4.777 0.474 2.718  0.43
H14 -0.865 0.969 2.376  0.60
H15 0.763 1.553 4.183  0.35
C16 0.515 -1.518 -6.109  -1.53
C17 0.465 -2.664 -5.115  1.74
C18 -0.729 -3.550 -5.386  -1.69
C19 1.742 -3.488 -5.185  -1.79
O4 0.449 -2.133 -3.735  -0.38
C20 -0.590 -1.369 -3.286  -0.13
C21 -0.080 -0.630 -2.076  0.06
N2 -0.054 0.644 -2.219  -0.43
C22 0.715 1.660 -1.853  -0.81
C23 0.541 2.908 -2.599  0.86
C24 1.285 4.083 -2.349  -0.42
C25 1.168 5.185 -3.200  -0.71
C26 0.334 5.146 -4.322  -0.46
C27 -0.383 3.973 -4.601  -0.55
C28 -0.308 2.885 -3.727  -0.65
C29 1.802 1.468 -0.853  0.69
C30 2.050 2.327 0.241  -0.04
C31 3.181 2.138 1.041  -0.65
C32 4.059 1.083 0.785  -0.33
C33 3.815 0.220 -0.286  -0.97
C34 2.678 0.390 -1.071  -0.09
O5 -1.658 -1.218 -3.846  -0.64
H16 1.518 -1.072 -6.135  0.36
H17 0.267 -1.883 -7.110  0.39
H18 -0.221 -0.744 -5.854  0.37
H19 -0.746 -4.394 -4.688  0.35
H20 -1.648 -2.967 -5.293  0.38
H21 -0.658 -3.951 -6.402  0.49
H22 1.806 -4.184 -4.341  0.38
H23 1.759 -4.085 -6.099  0.41
H24 2.639 -2.858 -5.193  0.37
H25 0.609 -1.191 -1.442  0.43
H26 1.948 4.109 -1.486  0.36
H27 1.733 6.090 -2.976  0.35
H28 0.237 6.030 -4.958  0.33
H29 -1.017 3.909 -5.485  0.36
H30 -0.890 1.981 -3.917  0.42
H31 1.331 3.116 0.490  0.52
H32 3.385 2.792 1.892  0.39
H33 4.912 0.937 1.447  0.37
H34 4.481 -0.615 -0.517  0.37
H35 2.492 -0.277 -1.921  0.53

**Total charge**: -1
**Maximum force**: 3.10 eV/Å
**Gap between HOMO and LUMO**: 4.629 eV

Density functional theory data (wB97M-V/def2-TZVPD) for a cluster of 2 separate species, C5H11NO3 in total in a non-equilibrium geometry.

Last column: Mulliken charge in e.
Atoms and positions in Å:
C1 -1.010 -1.724 1.008  -1.10
C2 -0.126 -1.237 -0.105  0.88
O1 0.003 -1.808 -1.186  -0.68
C3 1.424 -0.650 0.608  0.26
N1 2.437 -1.081 -0.169  -0.37
O2 1.496 0.088 1.570  -0.61
H1 -0.749 -1.360 2.000  0.32
H2 -2.032 -1.388 0.819  0.30
H3 -1.004 -2.816 1.025  0.37
H4 3.389 -0.802 0.022  0.23
H5 2.212 -1.687 -0.951  0.23
C4 -0.483 2.097 -1.282  -1.25
C5 -1.065 1.096 -0.311  0.27
O3 -1.169 1.581 1.001  -0.51
H6 0.515 2.413 -0.964  0.32
H7 -0.397 1.636 -2.270  0.32
H8 -1.098 2.999 -1.332  0.36
H9 -2.039 0.727 -0.627  0.42
H10 -0.030 0.308 -0.235  -0.16
H11 -0.272 1.606 1.381  0.40

**Total charge**: 0
**Maximum force**: 4.96 eV/Å
**Gap between HOMO and LUMO**: 9.203 eV
**Structure (SMILES)**: CC(=O)C(N)=O.CCO

Density functional theory data (wB97M-V/def2-TZVPD) for the ion C10H14NS with charge +1 in a non-equilibrium geometry.

Last column: Mulliken charge in e.
Atoms and positions in Å:
C1 2.777 1.400 -0.059  -0.51
C2 1.812 2.383 -0.240  -0.53
C3 2.400 0.073 -0.011  -0.59
C4 0.495 2.105 -0.047  -0.92
C5 1.067 -0.239 0.148  0.95
C6 0.092 0.727 0.138  0.32
C7 0.708 -1.629 0.385  -1.20
C8 -0.234 -2.091 -0.932  -0.53
C9 -1.629 -1.639 -0.831  -0.76
C10 -1.338 0.426 0.140  -0.22
N1 -1.892 0.082 1.546  -0.25
S1 -2.601 1.634 -0.431  -0.14
H1 3.861 1.621 -0.201  0.35
H2 2.107 3.484 -0.285  0.31
H3 3.160 -0.709 0.161  0.34
H4 -0.110 2.890 -0.190  0.67
H5 1.487 -2.315 0.195  0.40
H6 0.273 -2.000 1.282  0.49
H7 0.435 -1.734 -1.724  0.39
H8 -0.160 -3.243 -0.893  0.41
H9 -2.355 -1.356 -1.581  0.33
H10 -2.262 -2.103 -0.169  0.41
H11 -1.541 -0.884 1.677  0.34
H12 -2.895 0.228 1.517  0.33
H13 -1.606 0.917 2.014  0.39
H14 -2.050 1.975 -1.611  0.22

**Total charge**: +1
**Maximum force**: 4.33 eV/Å
**Gap between HOMO and LUMO**: 8.637 eV

Per-record energy above the lowest of the compared OMol25 structures with the same formula, charge and spin, kJ/mol: 185.94; 535.37; 57.30; 279.87; 428.79
Per-record DFT total energy, a.u.: -1451.38865; -306.00762; -2200.43253; -477.51889; -842.00593